2 unconnected molecules or ions with the total composition C2H7OS in a non-equilibrium geometry. Source: the OMol25 dataset; level of theory: wB97M-V/def2-TZVPD.

Geometry as XYZ:
```
11
C2H7OS wB97M-V/def2-TZVPD
O 0.175 1.323 -2.313
H 0.517 2.209 -2.096
C 0.472 -0.797 1.375
C -0.176 0.018 0.277
S -1.753 -0.640 -0.645
H -0.113 -0.616 2.291
H 0.549 -1.912 1.393
H 1.528 -0.499 1.509
H 0.444 0.139 -0.614
H -0.470 1.027 0.629
H -1.173 -0.253 -1.805
```

Computed properties:
DFT total energy   -15069.4478 eV
HOMO   -2.70 eV
Kohn-Sham gap   6.59 eV
Energy relative to the best compared isomer or geometry (same formula, charge and spin)   1.958 eV
E_LUMO   3.89 eV
Net charge   -1